A 4-piece molecular cluster, C14H34NO15P4S overall at a distorted geometry, computed with ωB97M-V/def2-TZVPD.

Last column: Mulliken charge in e.
Positions of all 69 atoms, in Å:
C  3.349  2.393  2.119  -0.79
C  3.283  3.859  2.759  0.67
O  4.374  4.439  3.016  -0.44
O  2.005  4.466  3.062  -0.27
C  1.502  5.217  1.948  0.41
O  2.308  5.874  1.233  -0.46
C  -0.096  5.246  1.643  -0.45
P  -0.509  3.547  0.877  0.28
N  -2.077  2.908  1.379  -0.22
C  -1.969  2.570  2.666  0.31
S  -2.154  1.783  4.110  -0.01
H  3.364  2.536  0.974  0.24
H  2.406  1.812  2.438  0.25
H  4.252  1.773  2.485  0.32
H  -0.250  6.093  0.867  0.35
H  -0.701  5.481  2.585  0.43
H  -0.621  3.792  -0.549  0.26
H  0.590  2.647  1.045  0.08
C  -4.014  6.632  -4.989  -0.74
O  -3.231  5.572  -4.439  -0.26
P  -4.130  4.412  -3.541  1.03
O  -2.835  3.773  -3.047  -0.67
O  -4.620  3.692  -4.927  -0.34
C  -3.646  3.268  -5.869  -0.61
O  -5.056  3.273  -2.648  -0.28
C  -5.014  3.461  -1.242  -0.62
H  -3.371  7.250  -5.617  0.24
H  -4.829  6.236  -5.600  0.35
H  -4.422  7.247  -4.183  0.30
H  -2.653  3.161  -5.428  0.32
H  -3.601  3.995  -6.684  0.24
H  -3.955  2.305  -6.279  0.25
H  -5.220  4.505  -0.996  0.32
H  -4.038  3.172  -0.847  0.20
H  -5.779  2.834  -0.784  0.28
C  -2.869  -4.643  0.818  -0.82
O  -1.522  -4.171  0.813  -0.09
P  -1.353  -2.496  0.457  0.72
O  0.159  -2.654  0.338  -0.58
O  -1.765  -2.090  1.984  -0.29
C  -1.033  -2.642  3.065  -0.53
O  -1.252  -0.823  0.082  -0.11
C  -0.921  -0.537  -1.266  -0.66
H  -2.871  -5.682  1.151  0.24
H  -3.484  -4.052  1.501  0.34
H  -3.283  -4.591  -0.191  0.31
H  -0.055  -3.021  2.764  0.25
H  -1.612  -3.455  3.510  0.25
H  -0.890  -1.864  3.819  0.20
H  -1.560  -1.108  -1.942  0.33
H  0.128  -0.772  -1.457  0.31
H  -1.078  0.527  -1.446  0.12
C  6.533  -4.324  1.053  -0.72
O  5.635  -5.000  1.929  -0.28
P  4.170  -5.520  1.186  1.08
O  3.567  -5.884  2.538  -0.68
O  4.923  -6.817  0.526  -0.36
C  5.613  -7.721  1.374  -0.64
O  2.741  -5.952  0.340  -0.35
C  1.644  -5.064  0.535  -0.67
H  7.463  -4.128  1.591  0.24
H  6.755  -4.937  0.175  0.33
H  6.097  -3.372  0.738  0.28
H  5.293  -7.648  2.415  0.34
H  6.686  -7.518  1.312  0.23
H  5.431  -8.738  1.020  0.25
H  1.960  -4.032  0.385  0.34
H  1.233  -5.186  1.539  0.32
H  0.870  -5.304  -0.193  0.28

Properties
- charge = +1
- E_LUMO (eV) = -5.19
- spin multiplicity = 1
- gap between HOMO and LUMO (eV) = 5.5

---

A 2-piece molecular cluster, C6H14N2O2 overall at a distorted geometry, computed with ωB97M-V/def2-TZVPD.

Last column: Mulliken charge in e.
Positions of all 24 atoms, in Å:
C  -2.101  1.217  1.275  -1.28
C  1.381  0.488  2.576  -0.95
C  -0.916  0.406  1.704  0.80
O  -0.844  -0.793  1.493  -0.64
N  0.145  1.112  2.174  -0.20
H  -2.899  0.607  0.863  0.32
H  0.022  2.054  2.511  0.24
H  1.542  0.554  3.655  0.35
H  -2.639  1.675  2.097  0.42
H  -1.799  1.951  0.530  0.35
H  1.387  -0.576  2.374  0.32
H  2.257  0.945  2.120  0.29
C  1.311  0.657  -2.615  -1.00
C  -0.704  -2.212  -1.231  -0.62
C  0.197  -1.469  -2.192  0.63
O  0.668  -1.966  -3.195  -0.63
N  0.381  -0.150  -1.866  -0.14
H  0.336  0.123  -0.897  0.21
H  0.995  1.681  -2.823  0.30
H  -0.093  -2.987  -0.758  0.24
H  2.267  0.754  -2.069  0.30
H  1.636  0.133  -3.512  0.35
H  -1.016  -1.565  -0.414  0.06
H  -1.515  -2.638  -1.802  0.28

Properties
- charge = 0
- energy above the lowest of the compared OMol25 structures with the same formula, charge and spin (eV) = 0.7960
- E_LUMO (eV) = 0.52
- spin multiplicity = 1
- gap between HOMO and LUMO (eV) = 9.8
- SMILES = CNC(C)=O.CNC(C)=O

---

One molecule with the formula C4H8NO2 at a distorted geometry, computed with ωB97M-V/def2-TZVPD.

Last column: Mulliken charge in e.
Positions of all 15 atoms, in Å:
C  0.061  0.441  0.836  -0.43
C  -0.781  0.690  -0.415  -0.54
C  -2.251  0.887  -0.388  -0.07
O  -2.968  0.633  0.534  -0.48
N  1.396  -0.069  0.512  -0.35
C  1.569  -1.297  -0.249  -0.28
O  1.237  -1.296  -1.531  -0.36
H  0.193  1.409  1.310  0.30
H  -0.499  -0.274  1.449  0.32
H  -0.297  1.457  -1.013  0.36
H  -0.650  -0.085  -1.131  0.30
H  -2.641  1.273  -1.351  0.33
H  1.925  -0.135  1.370  0.22
H  1.053  -2.141  0.256  0.34
H  2.655  -1.493  -0.189  0.35

Properties
- charge = 0
- energy above the lowest of the compared OMol25 structures with the same formula, charge and spin (eV) = 1.5093
- E_LUMO (alpha / beta) (eV) = 0.83 / -1.81
- ⟨S²⟩ = 0.7545
- spin multiplicity = 2
- gap between HOMO and LUMO (alpha / beta) (eV) = 10.2 / 7.6

---

A 7-piece molecular cluster, C22H59N3O7 overall at a distorted geometry, computed with ωB97M-V/def2-TZVPD.

Last column: Mulliken charge in e.
Positions of all 91 atoms, in Å:
O  18.055  6.393  -17.493  -0.30
H  18.308  7.338  -17.444  0.47
H  17.275  6.082  -16.864  0.25
H  17.830  6.141  -18.407  0.47
O  14.887  3.978  -17.880  -0.38
H  15.215  4.644  -17.127  0.35
H  13.974  4.235  -18.135  0.45
H  15.457  4.069  -18.669  0.42
O  14.541  8.096  -16.165  -0.36
H  15.136  8.665  -16.709  0.46
H  14.885  7.119  -16.294  0.34
H  13.654  8.136  -16.602  0.49
O  15.830  5.650  -16.140  -0.94
H  15.706  6.039  -15.266  0.07
C  17.880  8.368  -14.736  -0.25
C  18.893  7.628  -13.864  2.09
C  20.258  7.470  -14.562  -0.78
O  21.081  6.744  -13.710  -0.21
C  22.472  7.014  -13.868  -0.84
N  19.114  8.449  -12.665  -0.80
H  16.964  8.605  -14.185  -0.01
H  17.460  7.784  -15.579  -0.75
H  18.167  9.307  -15.220  0.44
H  18.443  6.675  -13.559  -0.99
H  20.578  8.497  -14.760  0.62
H  20.024  6.963  -15.513  -0.07
H  22.976  6.859  -12.917  0.25
H  22.596  8.077  -14.102  0.42
H  22.916  6.438  -14.683  0.29
H  19.777  7.859  -12.141  0.42
H  18.337  8.347  -12.008  0.30
C  20.008  3.800  -17.146  -1.82
C  19.816  3.075  -15.796  1.10
C  21.006  3.530  -14.934  -0.83
C  20.929  3.148  -13.425  -1.00
C  19.548  3.471  -12.836  -1.05
C  18.379  3.095  -13.751  1.65
N  18.601  3.519  -15.133  1.66
O  17.423  3.447  -15.908  -0.59
C  18.040  1.602  -13.606  -1.78
C  17.188  3.992  -13.280  -1.03
C  19.884  1.567  -16.102  -1.63
H  20.959  3.636  -17.667  0.46
H  19.986  4.887  -17.029  0.07
H  19.368  3.330  -17.907  0.46
H  21.946  3.277  -15.425  0.42
H  20.992  4.623  -15.020  -0.03
H  21.678  3.833  -13.028  0.59
H  21.196  2.107  -13.257  0.40
H  19.546  4.544  -12.628  0.26
H  19.326  2.938  -11.912  0.58
H  17.490  1.345  -14.511  0.30
H  18.963  1.036  -13.493  0.35
H  17.438  1.324  -12.741  0.43
H  17.139  4.126  -12.201  0.58
H  17.243  4.977  -13.748  -1.29
H  16.248  3.534  -13.599  0.50
H  20.460  1.423  -17.014  0.44
H  18.883  1.157  -16.226  0.26
H  20.340  1.015  -15.283  0.32
H  17.128  4.362  -15.841  0.28
C  15.419  7.943  -11.443  -2.53
C  14.309  6.914  -11.233  2.27
C  14.073  6.287  -12.600  0.25
C  13.296  4.977  -12.514  -1.06
C  13.976  3.987  -11.567  -0.93
C  14.211  4.549  -10.159  1.25
N  14.757  5.896  -10.276  0.81
O  15.104  6.434  -9.027  -0.54
C  12.934  4.470  -9.316  -1.72
C  15.294  3.624  -9.555  -1.75
C  13.027  7.674  -10.823  -2.01
H  15.452  8.697  -10.657  0.37
H  15.503  8.363  -12.449  0.47
H  16.418  7.473  -11.434  0.36
H  13.420  6.905  -13.233  0.59
H  14.957  6.115  -13.236  -1.09
H  13.170  4.502  -13.494  0.36
H  12.270  5.189  -12.202  0.43
H  14.816  3.499  -12.051  0.18
H  13.187  3.229  -11.509  0.51
H  12.429  3.514  -9.209  0.42
H  13.244  4.815  -8.324  0.40
H  12.196  5.223  -9.605  0.31
H  16.240  3.810  -10.066  0.30
H  15.462  3.955  -8.527  0.43
H  15.008  2.577  -9.555  0.38
H  13.048  7.824  -9.741  0.40
H  12.102  7.131  -11.011  0.33
H  13.062  8.656  -11.292  0.50
H  16.021  6.717  -9.119  0.33

Properties
- charge = +2
- energy above the lowest of the compared OMol25 structures with the same formula, charge and spin (eV) = 0.0000
- E_LUMO (eV) = -7.81
- spin multiplicity = 1
- gap between HOMO and LUMO (eV) = 4.3

---

One molecule with the formula C17H26N2O, computed with ωB97M-V/def2-TZVPD.

Last column: Mulliken charge in e.
Positions of all 46 atoms, in Å:
C  3.181  -2.151  -0.180  -0.84
H  2.169  -1.875  0.101  0.01
C  4.204  -1.132  0.309  -0.26
H  3.985  -0.856  1.342  0.22
C  4.338  0.141  -0.551  -0.89
N  3.316  1.158  -0.517  0.30
C  2.254  1.177  -1.487  -1.40
C  0.925  0.578  -1.004  -0.06
C  0.516  1.227  0.320  -0.28
N  -0.730  0.661  0.823  0.13
C  -0.908  -0.636  1.142  0.15
O  -0.031  -1.474  1.118  -0.60
C  -2.340  -0.959  1.577  -1.04
C  -3.362  -0.304  0.695  0.47
C  -4.095  0.779  1.164  -0.45
C  -5.019  1.421  0.359  -0.69
C  -5.216  0.981  -0.938  -0.59
C  -4.489  -0.096  -1.414  -0.81
C  -3.558  -0.749  -0.617  1.20
C  -2.788  -1.915  -1.155  -1.38
H  -1.718  -1.775  -1.016  0.19
H  -2.988  -2.051  -2.215  0.40
H  -3.071  -2.829  -0.633  0.30
H  -4.646  -0.438  -2.427  0.37
H  -5.934  1.473  -1.576  0.39
H  -5.582  2.259  0.743  0.40
H  -3.945  1.120  2.180  0.39
H  -2.455  -0.614  2.608  0.46
H  -2.445  -2.045  1.570  0.27
H  -1.545  1.254  0.828  0.36
C  1.651  1.076  1.334  -0.37
C  2.928  1.704  0.756  -1.27
H  3.756  1.588  1.457  0.44
H  2.749  2.781  0.620  0.37
H  1.384  1.571  2.270  0.42
H  1.804  0.017  1.534  0.17
H  0.328  2.294  0.153  0.38
H  0.151  0.748  -1.757  0.40
H  1.028  -0.494  -0.854  -0.03
H  2.585  0.659  -2.389  0.49
H  2.073  2.231  -1.751  0.40
H  4.465  -0.155  -1.595  0.39
H  5.270  0.634  -0.237  0.34
H  5.192  -1.601  0.303  0.44
H  3.384  -3.122  0.268  0.40
H  3.233  -2.259  -1.262  0.29

Properties
- charge = 0
- energy above the lowest of the compared OMol25 structures with the same formula, charge and spin (eV) = 0.6462
- E_LUMO (eV) = 0.77
- spin multiplicity = 1
- gap between HOMO and LUMO (eV) = 8.5
- SMILES = CCCN1CCC(NC(=O)Cc2ccccc2C)CC1